DFT (wB97M-V/def2-TZVPD) results for a molecular structure, C38H43Br69FN2S in a non-equilibrium geometry.

Each line ends with the Löwdin charge.
CARTESIAN COORDINATES (ANGSTROEM)
C (1.6768, -2.3180, -1.8687)  -0.12
C (3.1915, -1.8796, -1.9644)  -0.24
C (4.3380, -2.7981, -2.0942)  -0.20
C (5.6973, -2.2216, -2.1897)  -0.12
C (5.9434, -0.7629, -2.1469)  -0.03
C (4.8029, 0.1403, -2.0173)  -0.20
C (4.8388, 1.6959, -1.9993)  -0.13
C (6.1753, 2.3538, -1.5074)  -0.19
C (5.6475, 3.8201, -1.0250)  -0.14
C (5.6257, 3.8366, 0.5830)  -0.11
N (5.8880, 2.3877, 0.9037)  0.00
C (6.0343, 1.9546, 2.3212)  -0.28
C (7.4502, 2.1334, 2.9452)  -0.02
F (5.6754, 0.6046, 2.4504)  0.01
C (6.8286, 1.9155, -0.1346)  -0.19
N (8.0376, 2.8378, -0.0821)  0.07
C (9.0282, 2.3108, -0.5813)  -0.74
S (10.2328, 1.4493, -1.1706)  0.79
C (3.4603, -0.4572, -1.9203)  -0.01
H (1.2246, -1.6512, -1.0779)  0.07
H (1.5396, -3.3941, -1.6346)  -0.02
H (1.1718, -2.0055, -2.8280)  0.05
H (4.1184, -3.9102, -2.1360)  -0.06
H (6.5453, -2.9698, -2.3048)  -0.08
H (6.9775, -0.3480, -2.2519)  0.10
H (3.9483, 2.0297, -1.3927)  0.11
H (4.6734, 2.0386, -3.0622)  0.14
H (6.9215, 2.6542, -2.2918)  0.09
H (6.1666, 4.6788, -1.5160)  0.06
H (4.5640, 4.0334, -1.2517)  0.08
H (4.6463, 4.1589, 1.0380)  0.14
H (6.3479, 4.6092, 0.9433)  0.03
H (4.9717, 1.9632, 0.6514)  0.20
H (5.3196, 2.5680, 2.9414)  0.17
H (7.5516, 1.5836, 3.9207)  0.11
H (8.2205, 1.6622, 2.2654)  0.09
H (7.7638, 3.2072, 3.0494)  0.03
H (7.3158, 0.9164, -0.0341)  0.16
H (2.5752, 0.2316, -1.8408)  0.09
C (-2.1194, -0.2218, -3.0186)  -1.59
Br (-0.5280, 0.6930, -2.3988)  0.58
Br (-3.5459, 1.0186, -3.4127)  0.54
Br (-1.7384, -1.3907, -4.5139)  0.57
H (-2.4629, -0.8509, -2.2033)  -0.03
C (-7.1633, -0.3010, -2.2147)  -1.60
Br (-7.1798, 1.4654, -1.4238)  0.55
Br (-6.7993, -0.2378, -4.1119)  0.55
Br (-5.9442, -1.4900, -1.2945)  0.52
H (-8.1604, -0.7126, -2.0948)  -0.13
C (3.6241, -6.5488, -0.1590)  -1.56
Br (2.2521, -7.6997, -0.8981)  0.55
Br (3.2253, -4.6781, -0.4593)  0.76
Br (3.9556, -6.9243, 1.7092)  0.57
H (4.5417, -6.7673, -0.6920)  -0.11
C (-11.1903, -1.8770, -1.3594)  -1.58
Br (-9.8921, -2.1221, 0.0566)  0.56
Br (-12.1946, -0.2411, -1.1371)  0.56
Br (-10.3751, -1.9863, -3.1107)  0.63
H (-11.8979, -2.6973, -1.2865)  -0.11
C (3.1677, 6.1910, -3.9142)  -1.58
Br (5.0281, 5.6561, -3.9116)  0.56
Br (2.0379, 4.7707, -3.2391)  0.53
Br (2.8856, 7.8536, -2.9698)  0.59
H (2.8847, 6.3603, -4.9483)  -0.02
C (7.7606, -6.1601, -2.3052)  -1.54
Br (7.0414, -6.1829, -0.5100)  0.64
Br (7.4810, -7.8400, -3.2179)  0.58
Br (7.0751, -4.6604, -3.3194)  0.72
H (8.8329, -6.0194, -2.2148)  -0.02
C (-2.0278, 6.8191, -2.8587)  -1.62
Br (-1.2555, 5.9671, -1.3026)  0.53
Br (-1.9888, 8.7463, -2.7166)  0.57
Br (-1.2068, 6.2018, -4.4979)  0.54
H (-3.0723, 6.5240, -2.8965)  -0.11
C (2.8266, -3.6800, 4.4733)  -1.61
Br (3.7334, -5.2087, 5.2363)  0.57
Br (1.7500, -2.7557, 5.7864)  0.58
Br (4.0622, -2.4857, 3.5836)  0.54
H (2.1490, -4.0592, 3.7148)  -0.03
C (6.1808, 5.7238, 4.9942)  -1.62
Br (6.0398, 7.4882, 5.7614)  0.60
Br (6.6773, 5.7901, 3.1211)  0.67
Br (7.3663, 4.5854, 6.0128)  0.60
H (5.1923, 5.2779, 5.0426)  -0.12
C (-15.2281, -3.5890, 0.2261)  -1.59
Br (-16.5844, -2.5789, -0.7114)  0.58
Br (-14.0100, -4.4631, -0.9982)  0.59
Br (-14.2939, -2.5005, 1.5231)  0.53
H (-15.7385, -4.3726, 0.7776)  -0.04
C (1.9588, 5.5636, 6.7700)  -1.59
Br (1.8062, 7.3308, 7.5377)  0.60
Br (2.4632, 5.6328, 4.9022)  0.58
Br (3.1519, 4.4356, 7.7911)  0.59
H (0.9738, 5.1100, 6.8157)  -0.02
C (-0.3592, -10.8172, -0.9329)  -1.64
Br (-1.0909, -10.8837, 0.8557)  0.57
Br (-0.7257, -12.4379, -1.9211)  0.57
Br (-0.9511, -9.2432, -1.8911)  0.54
H (0.7189, -10.7422, -0.8329)  -0.04
C (-5.9156, 5.0478, -1.8585)  -1.60
Br (-5.1432, 4.1971, -0.3031)  0.54
Br (-5.8765, 6.9769, -1.7171)  0.60
Br (-5.0933, 4.4319, -3.4980)  0.57
H (-6.9593, 4.7528, -1.8964)  -0.04
C (-13.2793, 2.6219, 1.2864)  -1.63
Br (-13.2970, 4.5551, 1.3883)  0.61
Br (-12.1256, 1.8426, 2.6280)  0.57
Br (-15.0639, 1.8829, 1.3575)  0.56
H (-12.8639, 2.3583, 0.3181)  -0.08
C (-13.9878, 4.3660, -2.3995)  -1.63
Br (-14.3956, 2.4835, -2.5882)  0.55
Br (-12.4030, 4.8591, -3.3929)  0.57
Br (-15.5011, 5.4770, -2.8600)  0.58
H (-13.7726, 4.5415, -1.3504)  -0.11
C (2.4236, -4.9300, -5.3728)  -1.57
Br (4.0914, -4.0008, -5.6813)  0.58
Br (2.3303, -5.6786, -3.5886)  0.58
Br (0.9030, -3.7971, -5.7578)  0.56
H (2.3912, -5.7635, -6.0668)  -0.03
C (6.1540, -11.3720, -5.4431)  -1.62
Br (7.1587, -12.8160, -4.6416)  0.58
Br (5.0361, -10.4703, -4.1470)  0.53
Br (7.3029, -10.1313, -6.3826)  0.55
H (5.4927, -11.8148, -6.1806)  -0.03
C (-4.9100, -4.9110, 1.4819)  -1.61
Br (-5.2998, -6.7949, 1.2903)  0.58
Br (-3.3325, -4.3982, 0.4837)  0.55
Br (-6.4333, -3.8109, 1.0235)  0.52
H (-4.6939, -4.7356, 2.5305)  -0.03
C (-12.5985, -6.6124, 2.7792)  -1.61
Br (-13.1767, -8.1584, 1.7718)  0.57
Br (-11.4463, -5.4625, 1.7324)  0.53
Br (-14.0951, -5.6418, 3.5286)  0.56
H (-12.0089, -6.9783, 3.6131)  -0.03
C (-0.8283, 9.6502, 9.3924)  -1.64
Br (-2.1460, 8.4724, 8.6048)  0.56
Br (-1.2553, 11.5103, 9.0862)  0.58
Br (-0.5597, 9.2713, 11.2687)  0.58
H (0.1130, 9.4534, 8.8904)  -0.08
C (8.6764, 4.4649, -5.8377)  -1.59
Br (9.9538, 3.0463, -6.1365)  0.59
Br (7.1355, 4.3015, -6.9919)  0.58
Br (8.1666, 4.5862, -3.9716)  0.55
H (9.1691, 5.3976, -6.0924)  -0.02
C (-3.7980, 6.9426, 5.1899)  -1.63
Br (-5.1363, 5.5474, 5.1602)  0.57
Br (-2.2153, 6.4421, 4.1913)  0.54
Br (-4.5147, 8.6397, 4.5964)  0.57
H (-3.4937, 7.0693, 6.2264)  -0.08
C (7.7138, -4.7896, 5.1685)  -1.63
Br (7.5217, -2.9910, 5.8535)  0.54
Br (8.1621, -4.7966, 3.2868)  0.54
Br (8.9714, -5.8249, 6.2096)  0.58
H (6.7464, -5.2712, 5.2661)  -0.08

Force components x, y, z for each atom (eV/Å):
C 0.8 1.4 -0.2
C 1.4 0.4 -0.1
C 0.6 2.8 -0.9
C -1.5 1.0 0.4
C -2.1 -0.9 0.1
C -0.9 -2.2 0.1
C 0.6 -1.6 -0.6
C -2.0 2.5 1.0
C -1.3 0.5 0.7
C 0.0 2.0 -1.2
N -1.2 -0.8 0.0
C 1.1 0.3 3.1
C 1.0 -0.4 -1.0
F 0.1 1.4 -0.9
C 2.4 0.7 -2.2
N 0.4 -1.0 -0.2
C 0.8 -0.8 -0.1
S -1.4 1.4 0.7
C 1.3 -0.6 -0.2
H 0.3 -1.0 -0.6
H -0.1 1.0 -0.4
H 0.4 -0.7 0.9
H 1.2 2.4 -0.9
H -1.5 2.2 0.7
H -1.0 -0.5 0.1
H 1.0 -0.2 -0.6
H 0.1 0.0 1.1
H -0.6 -1.3 0.8
H 0.0 -0.8 1.0
H 1.1 -0.7 -0.5
H 0.8 -0.7 -0.6
H -0.1 -1.6 0.0
H 0.5 -0.1 -0.1
H 0.3 -0.7 -0.9
H -0.6 0.7 -0.9
H -0.8 0.4 0.7
H -0.6 -1.1 0.0
H -1.7 0.3 0.3
H 1.0 -0.7 0.0
C -0.2 0.0 0.0
Br -0.2 0.0 -0.1
Br 0.4 -0.1 0.1
Br 0.0 0.2 0.2
H 0.1 0.1 -0.1
C 0.1 0.0 -0.1
Br 0.0 -0.3 -0.1
Br -0.3 0.0 0.2
Br -0.2 0.4 -0.3
H 0.2 0.0 0.0
C -0.2 -0.1 0.2
Br 0.1 0.1 0.2
Br -0.4 -2.0 2.3
Br 0.0 0.1 -0.2
H -0.2 0.0 0.0
C -0.1 0.0 0.0
Br -0.1 0.1 -0.2
Br 0.2 -0.2 -0.1
Br -0.1 0.0 0.2
H 0.1 0.1 0.0
C -0.1 0.0 0.0
Br -0.3 0.2 -0.2
Br 0.2 0.1 0.0
Br 0.0 -0.3 -0.1
H 0.0 0.0 0.2
C 0.2 -0.2 -0.2
Br 0.2 0.1 -0.1
Br -0.1 0.3 0.2
Br 0.6 -1.6 -0.5
H -0.2 0.0 0.0
C -0.1 0.0 0.0
Br -0.1 0.1 -0.2
Br 0.0 -0.3 0.0
Br -0.2 0.1 0.2
H 0.2 0.0 0.0
C 0.0 0.0 -0.1
Br -0.1 0.2 0.0
Br 0.2 -0.1 -0.2
Br -0.1 -0.2 0.1
H 0.1 0.0 0.1
C -0.1 0.1 0.4
Br 0.1 -0.3 -0.2
Br 0.0 0.3 0.5
Br -0.1 0.2 -0.2
H 0.1 0.1 0.0
C -0.1 0.1 0.1
Br 0.2 -0.1 0.1
Br -0.2 0.1 0.1
Br -0.1 0.0 -0.3
H 0.1 0.1 -0.1
C -0.1 0.0 0.2
Br 0.1 -0.3 -0.2
Br -0.1 0.0 0.1
Br -0.1 0.2 -0.2
H 0.1 0.1 -0.1
C 0.1 -0.1 0.0
Br 0.1 0.0 -0.3
Br 0.0 0.2 0.1
Br 0.1 -0.2 0.1
H -0.2 0.0 0.0
C -0.1 -0.1 0.1
Br 0.0 0.2 -0.2
Br 0.1 -0.3 0.0
Br 0.0 0.1 0.2
H 0.1 0.0 0.0
C 0.0 -0.1 0.0
Br 0.0 -0.2 0.0
Br -0.2 0.1 -0.2
Br 0.3 0.1 0.0
H 0.0 0.1 0.1
C 0.0 0.1 0.0
Br 0.1 0.2 0.0
Br -0.2 -0.1 0.1
Br 0.2 -0.2 0.0
H 0.0 0.0 -0.2
C 0.0 0.0 -0.1
Br -0.2 -0.1 0.0
Br 0.0 0.1 -0.6
Br 0.2 -0.2 0.1
H 0.0 0.1 0.1
C 0.0 -0.1 0.0
Br -0.1 0.2 -0.1
Br 0.1 -0.1 -0.1
Br -0.1 -0.1 0.2
H 0.1 0.1 0.1
C -0.1 -0.1 0.1
Br 0.1 0.3 0.0
Br -0.2 -0.1 0.1
Br 0.2 -0.4 0.2
H 0.0 0.0 -0.2
C 0.0 0.0 0.0
Br 0.1 0.3 0.1
Br -0.1 -0.1 0.2
Br 0.2 -0.2 -0.1
H -0.1 0.1 -0.1
C 0.1 0.1 0.0
Br 0.1 0.1 0.1
Br 0.0 -0.3 0.1
Br -0.1 0.0 -0.3
H -0.2 0.0 0.1
C 0.0 -0.1 -0.3
Br -0.2 0.2 0.1
Br 0.2 0.0 0.2
Br 0.3 0.0 -0.1
H -0.1 -0.1 0.1
C -0.1 0.1 0.1
Br 0.2 0.2 0.0
Br -0.2 0.1 0.1
Br 0.1 -0.3 0.1
H 0.0 0.0 -0.3
C 0.0 -0.1 0.0
Br 0.0 -0.2 -0.1
Br -0.1 0.0 0.2
Br -0.2 0.2 -0.2
H 0.1 0.1 0.0

The calculation puts the max |F| at 0.066 Eh/bohr. The HOMO energy comes out at -10.5563 eV. The value obtained for the LUMO energy is -2.7149 eV. The calculation puts the molar mass at 6092.22 g/mol. Its net charge is +1.


DFT (wB97M-V/def2-TZVPD) results for a single C5H12Si2 molecule in a non-equilibrium geometry.

Each line ends with the natural charge from an NBO analysis.
CARTESIAN COORDINATES (ANGSTROEM)
C (-1.4938, -1.6485, -0.9887)  -1.02
Si (-0.8471, 0.0038, -0.0850)  1.55
C (-1.4147, -0.0952, 1.6970)  -1.11
C (-1.3224, 1.6340, -0.8901)  -1.08
C (0.9842, -0.1544, -0.0364)  -0.49
C (2.3270, -0.1650, -0.0115)  -0.40
Si (4.2689, -0.1621, 0.1371)  0.87
H (-2.2078, -2.1788, -0.3169)  0.23
H (-1.8878, -1.5688, -1.9070)  0.22
H (-0.6273, -2.2411, -0.9458)  0.23
H (-1.0712, 0.7373, 2.3097)  0.25
H (-2.5301, -0.1874, 1.7886)  0.24
H (-1.1612, -1.1563, 1.9873)  0.24
H (-0.8726, 2.4361, -0.3482)  0.24
H (-0.9344, 1.5737, -1.8177)  0.23
H (-2.3581, 1.8015, -1.1188)  0.24
H (4.5260, 1.2715, 0.1176)  -0.15
H (5.0829, -0.8935, -0.8130)  -0.14
H (4.3791, -0.5713, 1.4923)  -0.15

Force components x, y, z for each atom (eV/Å):
C 0.5 1.3 4.9
Si -1.5 -1.0 -0.2
C -1.3 -1.6 -0.3
C -0.8 -1.1 2.1
C 9.3 0.2 0.0
C -7.4 -0.3 -0.5
Si -2.7 1.0 0.0
H 0.2 0.6 -0.4
H -1.2 0.4 -3.4
H 1.2 -1.0 -0.5
H 0.2 -0.5 0.3
H 0.7 0.6 -0.4
H 0.5 1.3 0.4
H 0.2 0.7 0.3
H 1.9 0.1 -3.3
H -0.8 0.0 0.6
H 0.4 0.3 -0.2
H 0.0 -0.3 -0.4
H 0.5 -0.6 1.0

The calculation puts the max |F| at 0.181 Eh/bohr. The HOMO energy comes out at -9.4579 eV. As for the SMILES: C[Si](C)(C)C#C[SiH3]. The value obtained for the LUMO energy is 0.9049 eV. The calculation puts the molar mass at 128.32 g/mol.


DFT (wB97M-V/def2-TZVPD) results for a single C4H7NO3 molecule in a non-equilibrium geometry.

Each line ends with the natural charge from an NBO analysis.
CARTESIAN COORDINATES (ANGSTROEM)
O (1.6881, -0.3858, -2.0209)  -0.60
N (1.3746, 0.8299, -1.4684)  -0.18
C (0.7099, 0.5496, -0.3576)  0.47
O (-0.0239, 1.5535, 0.2258)  -0.49
C (-1.1973, 0.9519, 0.9017)  -0.07
C (-0.5769, -0.3259, 1.4895)  -0.45
C (0.2511, -0.7082, 0.2706)  0.02
O (-0.5803, -1.3117, -0.8055)  -0.74
H (2.0265, -0.2371, -2.9195)  0.49
H (-2.1573, 0.8571, 0.2394)  0.20
H (-1.4888, 1.7333, 1.5595)  0.20
H (-1.1935, -1.1644, 1.7856)  0.24
H (0.1870, -0.0795, 2.1463)  0.22
H (1.1457, -1.2390, 0.7285)  0.19
H (-0.1648, -1.0237, -1.7749)  0.51

Force components x, y, z for each atom (eV/Å):
O 1.1 -1.8 -1.2
N -2.2 0.1 3.2
C -0.4 2.7 -1.6
O -0.3 -0.1 -0.3
C -0.6 0.4 -0.7
C -1.2 0.4 -3.2
C 0.9 -1.9 -1.4
O 2.0 0.8 -1.7
H 0.0 0.4 0.6
H 2.2 -0.4 0.6
H 0.0 0.4 1.1
H -0.3 0.2 0.2
H 0.9 0.6 2.0
H -0.9 -0.5 -1.5
H -1.1 -1.2 3.9

The calculation puts the max |F| at 0.083 Eh/bohr. The HOMO energy comes out at -8.9964 eV. As for the SMILES: O/N=C1/OCC[C@H]1O. The value obtained for the LUMO energy is 0.7278 eV. The calculation puts the molar mass at 117.10 g/mol.